The following is a quantum chemistry calculation of the ion C2H7BrN with charge +1 at a distorted geometry, from the OMol25 dataset.

Its highest occupied orbital energy is -14.8 eV. Its charge is +1. The structure (SMILES) is C[C@@H]([NH3+])Br. The LUMO energy is -0.15884 hartree. The HOMO-LUMO gap comes out at 10.463 eV.

Cartesian coordinates (Å):
C 0.1881 -0.8036 -0.9569
C -0.1507 0.4559 -0.2517
N -0.1880 0.3474 1.2243
Br 1.1735 2.0217 -0.9231
H -0.8179 -1.3286 -1.0338
H 0.5898 -0.7195 -1.9618
H 0.8359 -1.4240 -0.4115
H -1.0564 0.9089 -0.5560
H -0.6135 1.0130 1.9263
H -0.6968 -0.4710 1.5071
H 0.7360 -0.0002 1.4370



The following is a quantum chemistry calculation of a structure of composition C29H34N4Tc, from the OMol25 dataset.

Its highest occupied orbital energy (alpha / beta) is -13.4 / -13.7 eV. Its charge is +2. The LUMO energy (alpha / beta) is -0.26643 / -0.25868 hartree. The HOMO-LUMO gap (alpha / beta) comes out at 6.145 / 6.665 eV. The spin multiplicity is 2.

Cartesian coordinates (Å):
Tc -0.2715 -0.4937 0.2283
C 2.6295 0.8100 -1.7047
C 1.8563 0.3653 -2.9580
C 0.9485 -0.8320 -2.7038
N -0.2183 -0.5561 -1.8514
C -1.3736 -0.2190 -2.4051
C -1.4867 0.0680 -3.8022
C -2.5427 0.4949 -4.5490
C -3.8566 0.8210 -4.1482
C -4.3682 0.7620 -2.8883
C -3.7478 0.3192 -1.7019
C -2.4763 -0.1437 -1.4572
N -2.0965 -0.5517 -0.1669
C -3.1243 -1.0530 0.7760
C -3.0972 -0.3869 2.1368
C -1.8113 -0.6671 2.8975
N -0.7026 -0.0311 2.1893
C -0.0611 0.9989 2.7363
C -0.0007 1.2182 4.1296
C 0.5702 2.2300 4.8604
C 1.2545 3.3694 4.4233
C 1.5443 3.6955 3.1243
C 1.2523 3.0017 1.9419
C 0.5822 1.8128 1.7311
N 0.4327 1.2806 0.4582
C 0.7357 2.1676 -0.6899
C 2.1822 2.1565 -1.1573
H 3.6966 0.8549 -1.9227
H 2.5275 0.0485 -0.9198
H 2.5576 0.0783 -3.7428
H 1.2774 1.1978 -3.3697
H 1.5360 -1.5854 -2.1840
H 0.6248 -1.3023 -3.6329
H -0.5721 -0.0487 -4.3642
H -2.3291 0.6326 -5.6021
H -4.5206 1.1737 -4.9275
H -5.3952 1.0833 -2.7662
H -4.3966 0.3807 -0.8422
H -2.9361 -2.1258 0.8851
H -4.1147 -0.9805 0.3446
H -3.9456 -0.7653 2.7105
H -3.2321 0.6928 2.0349
H -1.6461 -1.7467 2.9737
H -1.9051 -0.2916 3.9141
H -0.4625 0.4483 4.7340
H 0.4747 2.1235 5.9346
H 1.5989 4.0528 5.1886
H 2.0864 4.6221 2.9769
H 1.6253 3.4925 1.0559
H 0.4165 3.1750 -0.4146
H 0.0802 1.8707 -1.5063
H 2.8545 2.4787 -0.3602
H 2.2624 2.9069 -1.9488
C 3.0450 -3.5204 -1.3937
C 2.2808 -2.9860 -0.2142
C 0.8857 -3.0367 -0.1605
C 0.1857 -2.7306 1.0229
C 0.9158 -2.3040 2.1502
C 2.2880 -2.1553 2.0700
C 2.9566 -2.5069 0.9022
H 3.5419 -4.4525 -1.1220
H 3.8193 -2.8225 -1.7154
H 2.3930 -3.7341 -2.2394
H 0.3360 -3.4414 -1.0025
H -0.8591 -3.0085 1.1096
H 0.4072 -2.1378 3.0880
H 2.8503 -1.8245 2.9328
H 4.0383 -2.4428 0.8740



The following is a quantum chemistry calculation of a structure of composition C26H28Cl2N7O2SSiW, from the OMol25 dataset.

Its highest occupied orbital energy (alpha / beta) is -10.6 / -11.0 eV. Its charge is +1. The LUMO energy (alpha / beta) is -0.13984 / -0.17513 hartree. The HOMO-LUMO gap (alpha / beta) comes out at 6.799 / 6.272 eV. The spin multiplicity is 3.

Cartesian coordinates (Å):
W -0.8383 -0.6426 -0.0457
O 4.4451 -0.2217 -1.5402
C 4.4307 -0.9773 -0.4344
C 5.6111 -1.6500 -0.1087
C 5.6693 -2.4533 1.0078
C 4.5559 -2.6178 1.8380
C 3.3910 -1.9594 1.5266
C 3.3057 -1.1274 0.3972
C 2.0281 -0.5071 0.0834
O 1.0076 -0.7040 0.8792
N 1.8891 0.2398 -0.9863
N 0.5706 0.5693 -1.1023
C 0.2156 1.5289 -1.8813
C -1.1817 1.8904 -1.7754
C -1.7572 2.9372 -2.4723
C -3.0803 3.2569 -2.2169
C -3.7739 2.5217 -1.2700
C -3.1430 1.4732 -0.6276
N -1.8646 1.1483 -0.8697
H 3.5562 0.1568 -1.6827
H 6.4650 -1.5224 -0.7595
H 6.5931 -2.9668 1.2412
H 4.6109 -3.2542 2.7098
H 2.5087 -2.0786 2.1420
H 0.9361 2.0621 -2.4885
H -1.1650 3.4840 -3.1925
H -3.5618 4.0679 -2.7458
H -4.8064 2.7354 -1.0359
H -3.6746 0.8558 0.0793
C 2.8555 -4.4308 -1.7989
Si 1.3952 -5.4946 -1.3354
C 2.0242 -7.0647 -0.5473
C 0.2850 -5.8485 -2.7859
C 0.3703 -4.5946 -0.0042
C 0.1684 -5.1468 1.2540
C -0.4616 -4.4379 2.2819
C -0.8814 -3.1572 2.0314
N -0.7547 -2.6233 0.8080
C -0.1554 -3.3114 -0.1831
S -0.0724 -2.3445 -1.6405
H 3.5430 -5.0230 -2.4081
H 3.4002 -4.1030 -0.9084
H 2.5758 -3.5461 -2.3703
H 2.7318 -7.5448 -1.2266
H 1.2325 -7.7880 -0.3423
H 2.5571 -6.8614 0.3846
H 0.8238 -6.4079 -3.5538
H -0.0776 -4.9239 -3.2395
H -0.5819 -6.4389 -2.4844
H 0.5342 -6.1451 1.4602
H -0.5987 -4.8682 3.2631
H -1.3297 -2.5385 2.7963
Cl 2.7245 2.3010 4.0815
C 2.2637 1.5937 2.5422
Cl 1.3015 2.7384 1.5532
H 1.6608 0.7120 2.7151
H 3.1574 1.3529 1.9774
N -1.4719 1.1924 2.4328
C -2.3162 1.4595 3.4361
C -3.2633 0.4565 3.4584
C -2.9040 -0.4002 2.4191
N -1.8067 0.0490 1.8025
H -0.6441 1.7119 2.1543
H -2.1883 2.3340 4.0517
H -4.0977 0.3574 4.1289
H -3.3965 -1.2911 2.0623
N -3.8748 -1.6970 -0.8361
C -2.7966 -1.3768 -0.5740



The following is a quantum chemistry calculation of a structure of composition C30H48IN6O5PPbS, from the OMol25 dataset.

Its highest occupied orbital energy (alpha / beta) is -14.7 / -14.7 eV. Its charge is +2. The LUMO energy (alpha / beta) is -0.34986 / -0.32194 hartree. The HOMO-LUMO gap (alpha / beta) comes out at 5.131 / 5.956 eV.

Cartesian coordinates (Å):
Pb -0.1439 -1.0847 0.4150
N -0.0859 1.9505 4.2070
C 0.0665 1.7373 2.9077
O -0.3610 0.7510 2.3007
C 0.8589 2.7512 2.1404
C 1.7879 3.5816 2.7729
N 2.5818 4.1836 3.3610
C 0.7308 2.7334 0.7420
N 0.6827 2.6894 -0.4096
H -0.6406 1.3003 4.7453
H 0.2087 2.8052 4.6544
I -2.2296 0.3643 -0.9538
C 6.3150 2.6934 7.0295
C 5.8711 2.9254 5.5883
S 5.5144 1.3772 4.8073
O 6.6629 0.5148 4.8729
O 4.2327 0.8822 5.2680
C 5.2489 1.7600 3.0773
C 5.1769 0.4105 2.3607
N 4.0782 0.3705 1.3792
C 2.8858 -0.2103 1.6220
N 2.0855 -0.0950 0.5591
C 2.7909 0.5683 -0.4099
C 4.0160 0.8553 0.0914
N 5.0875 1.5502 -0.5818
O 4.9049 1.7840 -1.7546
O 6.0637 1.8447 0.0758
C 2.5050 -0.8716 2.9002
H 6.5178 3.6564 7.4938
H 7.2199 2.0911 7.0617
H 5.5362 2.1925 7.6023
H 6.6516 3.4039 4.9952
H 4.9568 3.5173 5.5320
H 6.0291 2.3986 2.6712
H 4.2899 2.2780 3.0395
H 4.9502 -0.3880 3.0631
H 6.1138 0.1599 1.8760
H 2.3939 0.8401 -1.3714
H 2.7422 -1.9382 2.8718
H 1.4319 -0.7620 3.0548
H 3.0147 -0.4356 3.7603
C -2.1146 -5.0821 -3.5988
C -2.5790 -3.6430 -3.8730
C -1.8252 -2.6277 -3.0013
C -0.3766 -3.0985 -2.8222
C -0.3644 -4.3585 -1.9307
C -1.6183 -5.2212 -2.1650
P 0.7702 -1.8148 -2.2149
C 1.1185 -0.5378 -3.4969
C 0.1562 0.6620 -3.5441
C 0.3509 1.4216 -4.8543
C -0.1359 0.5815 -6.0405
C 0.0685 -0.9197 -5.7936
C 1.2852 -1.1755 -4.9124
C 2.4047 -2.5311 -1.7803
C 3.0726 -3.3438 -2.9194
C 4.2302 -4.1977 -2.3724
C 4.9070 -3.5026 -1.1981
C 3.9369 -3.4004 -0.0085
C 2.4752 -3.3351 -0.4752
H -1.3119 -5.3613 -4.2873
H -2.9282 -5.7804 -3.7891
H -3.6482 -3.5427 -3.6831
H -2.4259 -3.3970 -4.9259
H -2.2873 -2.5636 -2.0114
H -1.8930 -1.6336 -3.4424
H 0.0201 -3.3531 -3.8129
H -0.3142 -4.0729 -0.8724
H 0.5343 -4.9419 -2.1378
H -2.4120 -4.9253 -1.4747
H -1.3831 -6.2592 -1.9317
H 2.0908 -0.1474 -3.1780
H 0.3333 1.3077 -2.6822
H -0.8841 0.3195 -3.4990
H 1.4123 1.6650 -4.9593
H -0.1770 2.3738 -4.8130
H 0.3879 0.8807 -6.9486
H -1.1945 0.7794 -6.2168
H 0.1980 -1.4468 -6.7392
H -0.8204 -1.3561 -5.3292
H 2.1661 -0.7190 -5.3705
H 1.5018 -2.2409 -4.8608
H 3.0050 -1.6262 -1.6204
H 3.4532 -2.6534 -3.6730
H 2.3420 -3.9893 -3.4133
H 4.9409 -4.3866 -3.1762
H 3.8603 -5.1755 -2.0548
H 5.2367 -2.5072 -1.5123
H 5.8081 -4.0366 -0.9002
H 4.1748 -2.5127 0.5897
H 4.0577 -4.2614 0.6503
H 1.8565 -2.9062 0.3216
H 2.0893 -4.3399 -0.6440



- What is the charge in the first record?
  +1